# C18H19IN2SZr

A molecular structure, C18H19IN2SZr (wB97M-V/def2-TZVPD, the OMol25 dataset).

**HOMO-LUMO gap (alpha / beta)**: 0.1538 / 0.1542 Eh
**Molecular weight**: 513.559 g mol⁻¹
**Max |F|**: 0.06895 Eh/bohr
**Relative energy (zero: lowest compared OMol25 entry of this formula, charge and spin)**: 554.7 kJ/mol

Structure (ORCA input):
```
! RIJCOSX wB97M-V def2-TZVPD def2/J DEFGRID3
* xyz 2 1
C -3.009 -0.708 0.853
C -2.046 0.398 -1.897
H -2.868 -1.720 0.436
H -3.797 -0.225 0.263
H -2.804 -0.315 1.934
H -1.771 -0.363 -2.640
H -3.075 0.571 -1.573
H -1.357 1.286 -1.710
C 0.001 -2.587 1.742
C 1.047 -3.266 2.362
C 2.290 -3.296 1.780
C 2.482 -2.592 0.613
H -1.011 -2.557 2.171
H 0.831 -3.743 3.314
H 3.116 -3.833 2.234
H 3.447 -2.514 0.147
N 0.223 -1.838 0.628
C 1.444 -1.860 0.012
C 1.650 -1.052 -1.225
N 0.716 -0.108 -1.526
C 0.802 0.577 -2.688
C 2.840 -0.489 -3.253
C 1.844 0.412 -3.570
H -0.046 1.223 -2.906
H 1.816 1.011 -4.483
C 2.756 -1.222 -2.079
H 3.509 -1.955 -1.795
H 3.673 -0.635 -3.923
Zr -1.260 0.003 0.016
I -1.034 0.405 3.236
S -0.271 2.568 -0.059
C -1.116 3.404 1.162
C -2.250 4.190 0.884
C -2.779 4.972 1.902
C -2.257 4.934 3.201
C -1.149 4.127 3.465
C -0.561 3.393 2.453
H -2.656 4.176 -0.127
H -3.612 5.633 1.681
H -2.692 5.534 4.001
H -0.748 4.048 4.468
H 0.308 2.767 2.645
*
```

=====

# C5H8

C5H8 in the gas phase (wB97M-V/def2-TZVPD, the OMol25 dataset).

**HOMO-LUMO gap**: 0.3314 Eh
**Molecular weight**: 68.119 g mol⁻¹
**Max |F|**: 0.11858 Eh/bohr
**SMILES**: C=CC(=C)C
**Relative energy (zero: lowest compared OMol25 entry of this formula, charge and spin)**: 179.3 kJ/mol

Structure (ORCA input):
```
! RIJCOSX wB97M-V def2-TZVPD def2/J DEFGRID3
* xyz 0 1
C 2.093 -0.140 0.363
C 0.779 -0.657 0.152
C -0.587 -0.190 -0.105
C -1.627 -1.070 -0.435
C -0.664 1.374 -0.111
H 2.423 0.778 0.675
H 2.824 -0.955 0.573
H 0.764 -1.739 0.067
H -1.427 -2.163 -0.398
H -2.689 -0.784 -0.430
H -1.525 1.849 0.339
H -0.576 1.851 -1.043
H 0.213 1.846 0.354
*
```

=====

# C24H19ClN13O2PdSSe

A molecular structure, C24H19ClN13O2PdSSe (wB97M-V/def2-TZVPD, the OMol25 dataset).

**HOMO-LUMO gap (alpha / beta)**: 0.3139 / 0.1872 Eh
**Molecular weight**: 774.405 g mol⁻¹
**<S²>**: 6.02
**Max |F|**: 0.02770 Eh/bohr
**Relative energy (zero: lowest compared OMol25 entry of this formula, charge and spin)**: 42.1 kJ/mol

Structure (ORCA input):
```
! RIJCOSX wB97M-V def2-TZVPD def2/J DEFGRID3
* xyz 1 5
Pd 0.871 1.572 -0.668
N 3.720 1.859 1.598
C 3.993 1.966 0.299
N 5.242 1.967 -0.229
N 5.064 2.017 -1.501
N 3.718 2.061 -1.782
N 3.059 2.032 -0.673
C 2.472 1.541 2.112
N 2.216 1.481 3.404
N 0.939 1.117 3.474
N 0.451 0.968 2.270
N 1.413 1.219 1.380
H 4.474 1.995 2.262
Cl -5.108 3.487 2.461
C -3.627 3.887 1.680
C -3.429 5.183 1.217
C -2.253 5.495 0.561
C -1.304 4.492 0.352
C -1.491 3.214 0.871
C -2.660 2.899 1.527
C -0.068 4.702 -0.439
O 0.266 5.960 -0.426
O 0.574 3.836 -1.018
H -4.196 5.928 1.365
H -2.084 6.498 0.194
H -0.697 2.496 0.706
H -2.841 1.910 1.924
C -2.259 -2.111 -2.702
N -1.915 -1.775 -1.329
C -1.531 -0.576 -0.869
Se -1.317 0.988 -1.887
N -1.328 -0.685 0.454
C -1.588 -1.986 0.870
C -1.534 -2.588 2.118
C -1.844 -3.935 2.161
C -2.189 -4.650 1.004
C -2.252 -4.039 -0.235
C -1.952 -2.685 -0.271
H -2.110 -1.234 -3.325
H -3.301 -2.421 -2.752
H -1.616 -2.919 -3.048
H -0.993 0.058 1.064
H -1.261 -2.033 3.004
H -1.815 -4.453 3.109
H -2.422 -5.702 1.086
H -2.523 -4.592 -1.124
N 1.780 0.458 -3.653
C 1.710 -0.585 -2.796
N 1.602 -0.463 -1.504
C 1.603 -1.723 -0.880
C 1.599 -1.971 0.489
C 1.598 -3.281 0.932
C 1.587 -4.349 0.034
C 1.598 -4.118 -1.329
C 1.616 -2.801 -1.768
S 1.710 -2.216 -3.406
H 2.245 1.290 -3.304
H 1.976 0.250 -4.619
H 1.597 -1.153 1.190
H 1.613 -3.480 1.995
H 1.587 -5.364 0.406
H 1.614 -4.939 -2.033
*
```

=====

# C4H8ClN2

2 unconnected molecules or ions with the total composition C4H8ClN2 (wB97M-V/def2-TZVPD, the OMol25 dataset).

**HOMO-LUMO gap**: 0.3882 Eh
**Molecular weight**: 119.575 g mol⁻¹
**Max |F|**: 0.06048 Eh/bohr
**Relative energy (zero: lowest compared OMol25 entry of this formula, charge and spin)**: 60.2 kJ/mol

Structure (ORCA input):
```
! RIJCOSX wB97M-V def2-TZVPD def2/J DEFGRID3
* xyz 1 1
C -0.128 -1.581 -0.687
C -0.682 -0.368 1.091
C -0.428 0.476 0.008
C -0.847 1.928 0.079
N -0.504 -1.640 0.614
N -0.132 -0.299 -1.072
Cl 2.680 -0.383 0.237
H 0.055 -2.500 -1.348
H 3.697 0.039 -0.496
H -0.949 0.063 2.087
H 0.041 2.389 0.587
H -1.694 2.078 0.755
H -0.795 2.469 -0.887
H -0.596 -2.557 0.988
H 0.283 -0.115 -1.955
*
```